1.
# C14H17Br24IO4S

A molecular structure, C14H17Br24IO4S (ωB97M-V/def2-TZVPD, OMol25).

Values from the calculation:
HOMO-LUMO gap: 0.3251 hartree

Element x y z (Å)
1 O -2.2863 3.1068 -3.9183
2 C -2.4425 1.8115 -4.3098
3 I -2.5579 1.4114 -6.4574
4 C -2.5429 0.7063 -3.0996
5 C -1.7363 -0.6955 -3.3746
6 C -1.3608 -1.3404 -1.9159
7 C 0.1650 -1.9233 -1.7809
8 C 1.1852 -0.6414 -1.9968
9 S 0.7568 0.1431 -3.6438
10 O 1.9517 -0.1884 -4.6210
11 O 0.6942 1.7013 -3.5934
12 O -0.6188 -0.5977 -4.3249
13 H -3.6962 0.4104 -3.0134
14 H -2.2556 1.2332 -2.0759
15 H -2.5280 -1.4381 -3.8717
16 H -2.1537 -2.1927 -1.6595
17 H -1.4915 -0.5382 -1.0421
18 H 0.3862 -2.3241 -0.6783
19 H 0.3827 -2.8310 -2.4959
20 H 2.2850 -1.0415 -2.0773
21 H 1.0509 0.2022 -1.1701
22 C -2.0110 4.2141 0.2594
23 Br -1.1101 3.0036 1.4872
24 Br -1.8529 3.6222 -1.5869
25 Br -3.8648 4.5131 0.7675
26 H -1.5002 5.1801 0.3304
27 C 1.6745 6.0531 2.0590
28 Br 2.5754 4.8426 3.2868
29 Br 1.8326 5.4612 0.2127
30 Br -0.1793 6.3521 2.5671
31 H 2.1853 7.0191 2.1300
32 C -3.0193 0.5084 4.3792
33 Br -2.1185 -0.7021 5.6070
34 Br -2.8613 -0.0834 2.5329
35 Br -4.8731 0.8074 4.8873
36 H -2.5086 1.4744 4.4501
37 C 2.9004 -4.1675 0.4148
38 Br 3.1698 -2.3222 -0.1388
39 Br 1.1155 -4.4545 1.1331
40 Br 3.3153 -5.4200 -1.0146
41 H 3.6075 -4.3641 1.2275
42 C -1.7021 -4.9727 6.3640
43 Br -0.9485 -4.6478 4.6002
44 Br -1.5344 -6.8379 6.8903
45 Br -0.9566 -3.7733 7.7018
46 H -2.7730 -4.7537 6.2995
47 C -6.4595 5.0231 4.4789
48 Br -7.2404 3.8374 3.1490
49 Br -5.8746 4.0523 6.0598
50 Br -5.0324 6.1119 3.7290
51 H -7.2504 5.7092 4.7993
52 C 6.9693 -2.7651 -0.0764
53 Br 7.7229 -2.4401 -1.8402
54 Br 7.1370 -4.6302 0.4499
55 Br 7.7149 -1.5656 1.2614
56 H 5.8984 -2.5460 -0.1409
57 C 4.8252 -2.4379 -5.5705
58 Br 5.1394 -4.3444 -5.7965
59 Br 4.6879 -1.9444 -3.6939
60 Br 6.1556 -1.3694 -6.5046
61 H 3.8567 -2.2167 -6.0311

Atomic partial charges in e from the Löwdin method, atoms 1 to 4:
1 O -0.350
2 C -0.662
3 I 0.835
4 C -0.152

=====

2.
# C14H17CrF5O6Te

A molecular structure, C14H17CrF5O6Te (ωB97M-V/def2-TZVPD, OMol25).

Values from the calculation:
energy above the lowest of the compared OMol25 structures with the same formula, charge and spin: 189.6 kJ/mol
spin multiplicity: 4
HOMO-LUMO gap (spin up / spin down): 0.2733 / 0.3234 hartree
total charge: -1

Element x y z (Å)
1 Cr -0.1301 -1.0506 -0.3625
2 O 2.2341 -3.7326 4.0117
3 C 3.3357 -3.1196 3.4782
4 O 3.8518 -2.1024 3.9653
5 C 3.8222 -3.8667 2.2604
6 O 3.1049 -3.4515 1.0875
7 C 3.5362 -2.1333 0.6581
8 C 2.7265 -1.4769 -0.4628
9 O 3.3040 -0.7558 -1.2881
10 O 1.4879 -1.9294 -0.5167
11 H 1.9244 -3.1222 4.7457
12 H 3.7482 -4.9883 2.3117
13 H 4.8278 -3.5436 2.0457
14 H 4.6528 -2.2034 0.3591
15 H 3.4255 -1.4665 1.5374
16 F -0.2170 -1.6172 -3.5098
17 Te -2.0960 -1.2696 -3.5887
18 F -2.0491 -1.1317 -5.4899
19 F -1.3258 0.5012 -3.6540
20 F -2.2379 -3.2521 -3.4947
21 F -0.5082 -2.1102 1.0666
22 O -1.5145 -1.1418 -1.1636
23 C -0.0932 2.7097 1.4766
24 C -0.9007 1.7495 0.6829
25 C -1.7082 0.8442 1.6370
26 C 0.1843 0.9498 -0.0621
27 C -1.7884 2.2744 -0.3837
28 C -1.3773 3.3706 -1.0791
29 C -2.0023 3.6545 -2.2739
30 C -3.1657 3.0874 -2.6487
31 C -3.7380 2.1066 -1.8770
32 C -3.0702 1.7252 -0.7321
33 H 0.5476 2.0961 2.1569
34 H -0.6760 3.3682 2.1648
35 H 0.7140 3.2535 0.9228
36 H -1.3267 0.6833 2.6485
37 H -1.9808 -0.1860 1.2316
38 H -2.7110 1.3720 1.7963
39 H 1.1540 1.4388 -0.2918
40 H -0.5518 3.9208 -0.7074
41 H -1.6179 4.5764 -2.7595
42 H -3.7236 3.4132 -3.5867
43 H -4.6251 1.6625 -2.2045
44 H -3.4462 0.8934 -0.1073

Atomic partial charges in e from the Löwdin method, atoms 1 to 4:
1 Cr 0.893
2 O 0.088
3 C -0.451
4 O 0.068

=====

3.
# C14H17N3Sr

A molecular structure, C14H17N3Sr (ωB97M-V/def2-TZVPD, OMol25).

Values from the calculation:
energy above the lowest of the compared OMol25 structures with the same formula, charge and spin: 0.0 kJ/mol
HOMO-LUMO gap: 0.1565 hartree

Element x y z (Å)
1 C -5.5423 0.3000 1.0306
2 C -5.5427 1.5992 0.2272
3 H -5.7345 -0.5611 0.3895
4 H -6.3180 0.3122 1.8008
5 H -4.5858 0.1404 1.5274
6 H -4.6763 1.6615 -0.4286
7 H -6.4356 1.6785 -0.3984
8 H -5.5288 2.4715 0.8824
9 C 1.0648 -2.9701 0.8207
10 C 1.9444 -4.0022 0.5075
11 C 3.0252 -3.7420 -0.3268
12 C 3.2232 -2.4666 -0.8423
13 H 0.1951 -3.0681 1.4598
14 H 1.7565 -4.9755 0.9269
15 H 3.7291 -4.5326 -0.5867
16 H 4.0550 -2.2322 -1.4948
17 N 1.3517 -1.8317 0.2916
18 C 2.3387 -1.4481 -0.5197
19 C 2.4474 -0.0738 -1.0025
20 N 1.5773 0.8809 -0.6662
21 C 1.4895 2.1201 -0.9821
22 C 3.4750 1.7013 -2.2489
23 C 2.4938 2.5785 -1.8219
24 H 0.6838 2.7253 -0.5981
25 H 2.4677 3.6159 -2.1100
26 C 3.4536 0.3690 -1.8401
27 H 4.2029 -0.3404 -2.1543
28 H 4.2757 2.0374 -2.9081
29 Sr -0.2138 -0.1976 0.4397
30 C -1.1179 1.9623 0.9055
31 H -1.3288 2.0746 -0.1501
32 H -0.3110 2.5027 1.3128
33 H -1.9283 1.7021 1.5383
34 N 0.0018 -0.0031 4.1021
35 C 0.0116 0.0120 2.9168

Atomic partial charges in e from the Löwdin method, atoms 1 to 4:
1 C -0.172
2 C -0.172
3 H 0.055
4 H 0.062

=====

4.
# C14H18B2CrN5O27

A molecular structure, C14H18B2CrN5O27 (ωB97M-V/def2-TZVPD, OMol25).

Values from the calculation:
energy above the lowest of the compared OMol25 structures with the same formula, charge and spin: 0.0 kJ/mol
spin multiplicity: 5
HOMO-LUMO gap (spin up / spin down): 0.2712 / 0.2785 hartree
total charge: -1

Element x y z (Å)
1 Cr -1.0970 -0.9038 0.3410
2 O -0.9461 1.2805 -0.4086
3 C -0.4219 2.3383 -0.8308
4 O 0.7858 2.4626 -1.4307
5 B 0.9067 3.8761 -1.8936
6 O -0.3023 4.6143 -1.3693
7 C -1.1055 3.7613 -0.6301
8 O -2.1443 4.0495 -0.0225
9 O 1.0214 3.9401 -3.4000
10 C 2.1640 4.5181 -3.6972
11 O 2.5404 4.8265 -4.8637
12 C 2.9655 4.8450 -2.4176
13 O 2.2162 4.4580 -1.4300
14 O 4.0505 5.3959 -2.3489
15 O 1.0132 -0.5550 -0.2801
16 C 2.1943 -0.2082 -0.3661
17 O 2.7668 0.8083 0.0995
18 B 4.1991 0.8253 -0.3245
19 O 4.3606 -0.3794 -1.1446
20 C 3.2469 -1.0615 -1.1145
21 O 3.0481 -2.1929 -1.5154
22 O 4.6553 2.0124 -1.0391
23 C 5.2905 2.7998 -0.1296
24 O 5.6172 3.9859 -0.3897
25 C 5.6165 1.9377 1.0550
26 O 5.0613 0.7723 0.8757
27 O 6.3245 2.1466 1.9937
28 C -3.2184 -3.2604 1.7529
29 O -2.1011 -2.4364 1.4335
30 H -3.0006 -4.2176 2.2266
31 H -3.7784 -2.7860 2.5588
32 H -3.9213 -3.3932 0.9305
33 C -5.3871 -0.7163 0.5116
34 N -4.4998 0.2879 -0.1989
35 O -3.3190 0.0724 -0.1621
36 O -5.0382 1.2598 -0.7023
37 H -6.4325 -0.4157 0.4423
38 H -5.0525 -0.8033 1.5453
39 H -5.2012 -1.5927 -0.1092
40 C -1.7097 2.5440 3.3976
41 N -2.2675 1.3006 2.8691
42 O -1.6290 0.6257 2.0491
43 O -3.3972 1.0116 3.2532
44 H -1.2499 3.1536 2.6198
45 H -0.9808 2.2439 4.1505
46 H -2.5295 3.1004 3.8519
47 C -0.8286 -1.5596 -4.1587
48 N -1.5223 -0.7497 -3.1736
49 O -2.1293 0.1561 -3.5925
50 O -1.4872 -1.0170 -1.9967
51 H 0.1803 -1.2125 -4.3820
52 H -1.2999 -1.4070 -5.1296
53 H -0.8186 -2.6016 -3.8389
54 C 0.9760 -4.6296 -0.1541
55 N 0.5273 -4.0823 -1.4933
56 O 0.8102 -4.6778 -2.5244
57 O -0.0202 -2.9857 -1.4652
58 H 0.3482 -5.4551 0.1814
59 H 0.7910 -3.8645 0.5999
60 H 2.0242 -4.9120 -0.2523
61 C 0.5935 -3.1048 3.8560
62 N 0.3083 -1.7427 3.4097
63 O -0.1386 -0.9039 4.2305
64 O 0.4795 -1.4634 2.1717
65 H -0.1526 -3.7678 3.4179
66 H 0.4044 -3.0478 4.9279
67 H 1.6407 -3.3035 3.6279

Atomic partial charges in e from the Löwdin method, atoms 1 to 4:
1 Cr 0.918
2 O 0.007
3 C -0.234
4 O 0.226

=====

5.
# C14H18BiI2O4SY

A molecular structure, C14H18BiI2O4SY (ωB97M-V/def2-TZVPD, OMol25).

Values from the calculation:
energy above the lowest of the compared OMol25 structures with the same formula, charge and spin: 130.5 kJ/mol
HOMO-LUMO gap (spin up / spin down): 0.1732 / 0.1657 hartree
total charge: +4

Element x y z (Å)
1 I 1.2936 2.6595 -1.4721
2 I -1.3861 3.7449 0.7697
3 Y -0.8890 0.7928 0.8418
4 Bi 1.1213 -0.4221 -1.7800
5 S -1.4780 0.3947 -1.7823
6 C 0.3185 -3.1634 -1.8413
7 C 3.1730 -2.0053 -0.6802
8 C -2.7356 -0.5237 -2.7838
9 C -4.0065 0.3152 -2.7155
10 C -2.9915 -1.8851 -2.1616
11 C -2.1776 -0.6016 -4.2015
12 C -0.9210 -0.2289 3.2471
13 C -1.8822 -1.5741 1.2361
14 O 4.0190 -2.3487 0.0074
15 O 0.0712 -4.2757 -1.8687
16 O -0.9746 -0.7711 4.2662
17 O -2.2659 -2.6225 1.4831
18 H -4.8070 -0.1841 -3.2776
19 H -3.8581 1.3161 -3.1381
20 H -4.3333 0.4248 -1.6707
21 H -3.6432 -2.4464 -2.8506
22 H -3.4906 -1.7574 -1.1972
23 H -2.0645 -2.4609 -2.0261
24 H -2.9078 -1.0977 -4.8501
25 H -1.2408 -1.1701 -4.2420
26 H -1.9953 0.4046 -4.5964
27 C 1.8720 2.3687 3.1946
28 C 2.4965 1.2578 2.3477
29 C 3.7296 1.8193 1.6382
30 C 2.8927 0.0909 3.2482
31 C 1.5407 0.6989 1.3824
32 C 1.1894 0.0263 0.3719
33 H 2.6023 2.6927 3.9423
34 H 0.9896 2.0032 3.7266
35 H 1.5987 3.2344 2.5853
36 H 4.4779 2.1161 2.3788
37 H 4.1912 1.0629 0.9950
38 H 3.4877 2.7026 1.0412
39 H 2.0215 -0.2808 3.7978
40 H 3.3230 -0.7260 2.6585
41 H 3.6390 0.4195 3.9762

Atomic partial charges in e from the Löwdin method, atoms 1 to 4:
1 I 0.725
2 I 0.663
3 Y 0.763
4 Bi 1.342